No. 1
Here is a structure of composition CH33MnO19 from the Open Molecules 2025 dataset. Energies are from ωB97M-V/def2-TZVPD.

The HOMO-LUMO gap (alpha / beta) comes out at 9.8 / 9.4 eV.

The geometry in ORCA input format:
```
! RIJCOSX wB97M-V def2-TZVPD def2/J DEFGRID3
* xyz 1 6
Mn 1.293 -2.100 1.595
C 0.255 -0.205 0.006
O -0.530 -1.168 0.017
O -0.019 0.917 -0.628
O 1.362 -0.287 0.505
H -0.843 0.948 -1.039
O -0.715 -3.212 1.775
H -0.963 -3.605 2.635
H -1.367 -3.629 1.216
O 1.661 -3.030 -0.277
H 1.676 -3.942 -0.572
H 1.540 -2.502 -1.051
O -2.642 -3.563 -0.103
H -2.662 -2.834 -0.720
H -3.331 -3.470 0.542
O -0.639 0.621 -3.651
H -1.246 0.830 -4.362
H -0.946 -0.258 -3.467
O 0.259 -0.724 2.982
H 0.098 0.238 2.906
H 0.164 -0.875 3.921
O 2.070 0.362 -3.291
H 1.176 0.613 -3.148
H 2.225 0.304 -4.205
O -2.206 -1.421 -1.951
H -1.621 -1.334 -1.199
H -2.616 -0.590 -2.020
O -0.013 1.830 2.854
H -0.416 2.652 3.130
H 0.380 2.052 1.961
O 1.618 3.050 0.879
H 1.656 2.591 0.035
H 2.169 3.843 0.809
O -2.670 1.911 1.109
H -2.198 1.167 1.371
H -2.051 2.337 0.566
O 3.244 1.074 -0.562
H 2.459 0.575 -0.422
H 2.837 1.728 -1.146
O -0.675 3.228 -2.644
H -1.036 3.835 -3.281
H -0.510 2.520 -3.238
O 3.414 -1.768 1.653
H 3.743 -1.341 0.884
H 4.064 -2.404 2.036
O -3.332 1.043 -2.069
H -3.752 0.621 -1.312
H -3.542 1.940 -1.880
O -2.879 -1.071 1.701
H -2.712 -1.247 2.639
H -2.012 -1.072 1.223
O 3.610 1.229 2.450
H 4.063 1.866 3.004
H 3.132 1.721 1.817
*
```

---

No. 2
Here is a cluster of 15 separate species, CH33N2O14 in total from the Open Molecules 2025 dataset. Energies are from ωB97M-V/def2-TZVPD.

The HOMO-LUMO gap comes out at 10.6 eV. The value obtained for the energy above the lowest of the compared OMol25 structures with the same formula, charge and spin is 3.040 eV.

The geometry in ORCA input format:
```
! RIJCOSX wB97M-V def2-TZVPD def2/J DEFGRID3
* xyz 1 1
N -1.055 1.243 -0.097
C -1.987 2.143 0.148
N -2.627 2.123 1.307
H -1.040 0.355 0.454
H -0.186 1.533 -0.518
H -2.099 2.973 -0.611
H -3.559 2.538 1.411
H -2.567 1.359 1.984
H 1.495 -3.192 0.233
H 2.483 -3.676 1.387
O 2.013 -2.937 1.019
H 3.796 1.613 0.012
H 2.637 2.005 -1.026
O 2.859 1.912 -0.099
H 0.781 -2.759 -1.721
H 1.151 -4.128 -2.069
O 1.035 -3.582 -1.276
H 0.147 4.357 1.153
H 0.807 3.885 -0.199
O 0.064 3.677 0.378
H -2.071 2.196 -3.692
H -1.225 0.971 -3.155
O -1.934 1.575 -2.988
H 1.544 -0.412 0.291
H 0.787 -1.060 1.495
O 0.613 -0.648 0.572
H 2.152 0.679 -3.891
H 1.570 2.185 -3.668
O 1.463 1.241 -3.560
H 2.220 2.211 1.589
H 2.230 0.916 2.309
O 1.877 1.818 2.408
H 0.371 -3.273 1.851
H -0.598 -2.707 1.128
O -0.378 -2.691 2.082
H -4.080 -1.063 0.142
H -4.101 0.356 0.051
O -4.098 -0.299 0.747
H 3.231 -1.109 1.675
H 4.322 -1.227 0.464
O 3.937 -0.716 1.169
H -0.339 -2.140 -3.535
H 0.089 -0.654 -3.554
O 0.335 -1.524 -3.230
H -0.729 0.189 3.267
H -0.401 1.532 2.844
O -1.064 1.075 3.420
H -2.215 -3.636 -0.314
H -1.969 -2.539 -1.334
O -2.613 -3.199 -1.069
*
```

---

No. 3
Here is a cluster of 17 separate species, CH35O17 in total from the Open Molecules 2025 dataset. Energies are from ωB97M-V/def2-TZVPD.

The HOMO-LUMO gap comes out at 7.7 eV. The value obtained for the energy above the lowest of the compared OMol25 structures with the same formula, charge and spin is 1.922 eV.

The geometry in ORCA input format:
```
! RIJCOSX wB97M-V def2-TZVPD def2/J DEFGRID3
* xyz -1 1
C 20.984 -18.798 -8.472
O 19.802 -18.500 -9.126
H 21.194 -17.952 -7.874
H 21.738 -19.078 -9.117
H 20.769 -19.585 -7.777
O 20.793 -16.686 -11.100
H 20.138 -17.106 -10.587
H 20.313 -16.546 -11.900
O 23.107 -17.772 -10.689
H 23.793 -17.242 -11.166
H 22.279 -17.367 -10.779
O 22.120 -20.264 -11.287
H 22.091 -20.837 -10.583
H 22.439 -19.397 -10.864
O 23.251 -16.758 -8.157
H 23.622 -17.438 -7.587
H 23.254 -17.192 -9.031
O 20.223 -22.107 -7.662
H 20.035 -22.900 -7.165
H 21.118 -21.867 -7.424
O 21.560 -15.502 -6.717
H 22.056 -15.791 -7.483
H 21.187 -16.297 -6.465
O 24.354 -19.567 -9.024
H 24.128 -19.336 -8.113
H 24.027 -18.867 -9.596
O 22.901 -22.057 -9.302
H 23.171 -21.277 -8.847
H 23.210 -22.780 -8.788
O 18.392 -20.373 -7.877
H 19.001 -21.049 -7.722
H 18.915 -19.673 -8.302
O 20.442 -14.720 -9.145
H 20.725 -15.392 -9.765
H 20.383 -15.220 -8.371
O 19.351 -19.414 -11.520
H 19.715 -19.117 -10.675
H 19.558 -18.791 -12.201
O 22.699 -21.169 -6.586
H 22.523 -21.252 -5.657
H 23.166 -21.996 -6.745
O 20.167 -20.004 -5.418
H 19.733 -19.142 -5.482
H 20.285 -20.129 -6.318
O 18.384 -16.676 -7.953
H 18.203 -16.059 -8.668
H 19.079 -17.251 -8.319
O 16.592 -18.443 -9.309
H 17.193 -19.043 -8.901
H 17.245 -17.836 -9.652
O 19.355 -17.589 -5.630
H 18.773 -17.104 -5.066
H 19.018 -17.364 -6.502
*
```

---

No. 4
Here is a cluster of 18 separate species, CH37NO19 in total from the Open Molecules 2025 dataset. Energies are from ωB97M-V/def2-TZVPD.

The HOMO-LUMO gap comes out at 10.0 eV. The value obtained for the energy above the lowest of the compared OMol25 structures with the same formula, charge and spin is 0.171 eV.

The geometry in ORCA input format:
```
! RIJCOSX wB97M-V def2-TZVPD def2/J DEFGRID3
* xyz 0 1
N -0.073 0.937 -0.102
C 0.740 -0.075 -0.456
O 0.995 -0.103 -1.788
O 0.804 -1.091 0.216
H -0.222 1.662 -0.787
H -0.299 1.180 0.851
H -3.220 1.603 -1.456
H 0.866 -2.919 0.528
H 0.518 -3.372 -0.835
O 1.142 -3.576 -0.128
H 0.237 -3.662 1.808
H 1.367 -3.567 2.802
O 0.407 -3.646 2.752
H -3.175 -1.570 0.334
H -1.973 -2.489 0.168
O -2.924 -2.488 0.335
H -1.095 3.454 1.872
H -2.482 2.551 -0.494
O -2.835 2.474 -1.396
H -0.317 2.509 -2.666
H -0.121 4.000 -2.167
O 0.161 3.092 -2.047
H 4.301 -1.756 -1.090
H 3.951 -1.347 -2.491
O 3.552 -1.736 -1.700
H 1.877 -0.405 -2.040
H -2.179 0.845 -2.805
O -1.370 0.961 -3.326
H 2.619 3.111 0.872
H 2.238 4.157 -0.194
O 2.652 4.054 0.673
H 0.928 4.710 2.139
H 1.074 3.350 2.872
O 0.678 3.781 2.105
H 2.187 0.275 3.353
H 3.287 0.123 2.289
O 3.106 0.028 3.235
H -0.452 0.234 3.534
H -0.300 1.731 3.950
O -0.231 1.154 3.187
H 1.773 2.229 -2.518
H 2.935 2.911 -1.730
O 2.636 2.059 -2.072
H -1.122 -4.736 -1.294
H -2.483 -4.309 -0.670
O -2.034 -4.504 -1.501
H -0.778 0.300 -2.934
H -3.109 -2.514 -1.967
O -3.272 -1.580 -2.148
H -1.140 -2.924 -2.474
H 0.128 -2.123 -2.568
O -0.728 -2.122 -2.114
H -2.164 2.441 2.179
H -3.311 -1.421 -3.109
O -1.938 3.109 1.513
H -0.042 -2.063 3.387
H -1.336 -1.581 4.184
O -0.435 -1.344 3.932
*
```

---

No. 5
Here is a structure of composition CH3AlCuF3 from the Open Molecules 2025 dataset. Energies are from ωB97M-V/def2-TZVPD.

The HOMO-LUMO gap comes out at 7.2 eV.

The geometry in ORCA input format:
```
! RIJCOSX wB97M-V def2-TZVPD def2/J DEFGRID3
* xyz 0 1
F 1.665 -0.438 0.912
C 1.000 0.219 -0.260
F 1.491 -0.464 -1.502
F 1.199 1.700 -0.285
Al -1.076 -0.039 -0.237
H -1.345 -1.393 0.537
H -1.822 1.230 0.378
H -1.491 -0.126 -1.788
Cu 0.378 -0.689 2.245
*
```

---

No. 6
Here is a structure of composition CH3BBr2 from the Open Molecules 2025 dataset. Energies are from ωB97M-V/def2-TZVPD.

The HOMO-LUMO gap comes out at 8.9 eV. The value obtained for the energy above the lowest of the compared OMol25 structures with the same formula, charge and spin is 2.854 eV.

The geometry in ORCA input format:
```
! RIJCOSX wB97M-V def2-TZVPD def2/J DEFGRID3
* xyz 0 1
B 0.988 -0.040 0.519
C -0.789 -0.111 -0.422
Br -2.453 -0.654 0.040
Br -0.070 1.695 -0.026
H 1.659 -0.394 -0.360
H 1.035 -0.137 1.702
H -0.369 -0.360 -1.454
*
```

---

No. 7
Here is the molecule CH3BBr2 from the Open Molecules 2025 dataset. Energies are from ωB97M-V/def2-TZVPD.

The HOMO-LUMO gap comes out at 10.0 eV. The value obtained for the energy above the lowest of the compared OMol25 structures with the same formula, charge and spin is 0.342 eV.

The geometry in ORCA input format:
```
! RIJCOSX wB97M-V def2-TZVPD def2/J DEFGRID3
* xyz 0 1
Br 2.850 0.244 -0.015
B 0.771 0.334 -0.330
C -0.628 -0.365 0.304
Br -2.269 0.622 0.055
H 0.554 1.057 -1.226
H -0.752 -1.343 -0.167
H -0.526 -0.549 1.379
*
```

---

No. 8
Here is a structure of composition CH3BBr2O2 from the Open Molecules 2025 dataset. Energies are from ωB97M-V/def2-TZVPD.

The HOMO-LUMO gap comes out at 8.4 eV. The value obtained for the energy above the lowest of the compared OMol25 structures with the same formula, charge and spin is 4.314 eV.

The geometry in ORCA input format:
```
! RIJCOSX wB97M-V def2-TZVPD def2/J DEFGRID3
* xyz 0 1
B 0.739 0.132 -0.522
C -1.838 0.138 0.817
O 1.942 -0.511 -0.733
O 0.156 0.235 0.657
Br -2.154 -1.422 -0.090
Br -2.343 1.664 -0.103
H 0.336 0.833 -1.268
H 2.636 -0.849 -0.151
H 0.526 -0.220 1.392
*
```

---

No. 9
Here is the molecule CH3Br2ClOSi from the Open Molecules 2025 dataset. Energies are from ωB97M-V/def2-TZVPD.

The HOMO-LUMO gap comes out at 11.1 eV. The value obtained for the energy above the lowest of the compared OMol25 structures with the same formula, charge and spin is 0.388 eV.

The geometry in ORCA input format:
```
! RIJCOSX wB97M-V def2-TZVPD def2/J DEFGRID3
* xyz 0 1
C 1.373 -0.307 0.115
O 0.410 0.368 -0.663
Si -1.110 0.324 -0.346
Cl -2.218 0.451 -1.988
Br -1.512 -1.455 0.901
Br -1.741 2.094 0.794
H 2.235 0.246 0.268
H 1.598 -1.330 -0.189
H 0.964 -0.392 1.109
*
```

---

No. 10
Here is a structure of composition CH3Br2OP from the Open Molecules 2025 dataset. Energies are from ωB97M-V/def2-TZVPD.

The HOMO-LUMO gap (alpha / beta) comes out at 8.5 / 8.5 eV. The value obtained for the energy above the lowest of the compared OMol25 structures with the same formula, charge and spin is 4.873 eV.

The geometry in ORCA input format:
```
! RIJCOSX wB97M-V def2-TZVPD def2/J DEFGRID3
* xyz 0 1
C 1.010 0.146 0.087
O -1.376 -2.233 0.048
P -0.787 -0.141 0.009
Br -1.406 0.563 -1.885
Br -1.577 1.338 1.406
H 1.617 -0.469 0.822
H 1.339 -0.318 -0.843
H 1.181 1.113 0.356
*
```

---

No. 11
Here is the molecule CH3Br2OP from the Open Molecules 2025 dataset. Energies are from ωB97M-V/def2-TZVPD.

The HOMO-LUMO gap comes out at 8.9 eV. The value obtained for the energy above the lowest of the compared OMol25 structures with the same formula, charge and spin is 3.069 eV.

The geometry in ORCA input format:
```
! RIJCOSX wB97M-V def2-TZVPD def2/J DEFGRID3
* xyz 0 1
C -0.021 -0.122 -0.176
P 0.146 -0.827 -1.871
O -1.000 -2.291 -2.222
Br 2.324 -1.263 -2.142
Br -0.146 0.898 -3.309
H -0.964 0.284 0.357
H 0.154 -1.159 0.247
H 0.749 0.557 0.092
*
```

---

No. 12
Here is a structure of composition CH3Br2P from the Open Molecules 2025 dataset. Energies are from ωB97M-V/def2-TZVPD.

The HOMO-LUMO gap comes out at 9.6 eV. The value obtained for the energy above the lowest of the compared OMol25 structures with the same formula, charge and spin is 3.198 eV.

The geometry in ORCA input format:
```
! RIJCOSX wB97M-V def2-TZVPD def2/J DEFGRID3
* xyz 0 1
C 0.684 -0.076 0.315
P -1.031 0.021 -1.114
Br 1.802 1.562 0.084
Br 1.833 -1.553 0.203
H 0.203 0.010 1.229
H -1.760 0.915 -0.455
H -1.731 -0.880 -0.262
*
```

---

No. 13
Here is the molecule CH3Br3SSi from the Open Molecules 2025 dataset. Energies are from ωB97M-V/def2-TZVPD.

The HOMO-LUMO gap comes out at 9.8 eV. The value obtained for the energy above the lowest of the compared OMol25 structures with the same formula, charge and spin is 0.197 eV.

The geometry in ORCA input format:
```
! RIJCOSX wB97M-V def2-TZVPD def2/J DEFGRID3
* xyz 0 1
S 1.774 -0.574 1.066
C 0.770 0.146 -0.412
Si -1.110 0.174 -0.102
Br -2.395 1.130 -1.566
Br -1.291 1.691 1.664
Br -1.957 -1.788 0.402
H 2.123 -1.776 0.581
H 1.004 -0.233 -1.312
H 1.082 1.230 -0.322
*
```

---

No. 14
Here is a cluster of 2 separate species, CH3BrCl2Si in total from the Open Molecules 2025 dataset. Energies are from ωB97M-V/def2-TZVPD.

The HOMO-LUMO gap comes out at 6.3 eV. The value obtained for the energy above the lowest of the compared OMol25 structures with the same formula, charge and spin is 5.854 eV.

The geometry in ORCA input format:
```
! RIJCOSX wB97M-V def2-TZVPD def2/J DEFGRID3
* xyz 0 1
C -1.433 -0.617 0.543
Si 0.955 0.025 -0.279
Cl -1.813 -2.153 -0.254
Cl 3.290 0.319 -0.442
Br -2.375 0.859 -0.302
H -1.651 -0.826 1.646
H 0.565 1.274 0.374
H 1.067 -1.327 -0.790
*
```

---

No. 15
Here is a cluster of 2 separate species, CH3BrClN in total from the Open Molecules 2025 dataset. Energies are from ωB97M-V/def2-TZVPD.

The HOMO-LUMO gap comes out at 11.3 eV. The value obtained for the energy above the lowest of the compared OMol25 structures with the same formula, charge and spin is 0.679 eV.

The geometry in ORCA input format:
```
! RIJCOSX wB97M-V def2-TZVPD def2/J DEFGRID3
* xyz 0 1
H 1.128 -2.087 -0.147
N 0.637 -1.410 0.448
C 1.202 -0.324 0.499
Br 3.061 0.145 -0.237
H 0.801 0.524 0.928
Cl -3.075 1.230 -0.331
H -3.753 1.922 -1.159
*
```